1.
Formula: C7H14ClN4O5P2
Source: the OMol25 dataset
Level of theory: ωB97M-V with the def2-TZVPD basis set

Atoms and positions in Å:
1 C -1.81 -2.03 -3.55
2 C -2.23 -0.67 -3.04
3 O -1.09 0.25 -3.06
4 C -0.53 0.56 -1.94
5 N -0.57 -0.11 -0.80
6 C 0.21 0.58 0.05
7 N 0.43 0.17 1.29
8 C -0.32 -1.02 1.70
9 C -1.59 -0.59 2.44
10 O -2.02 0.53 2.38
11 O -2.24 -1.59 3.07
12 P 1.46 1.03 2.52
13 C 3.11 0.41 2.00
14 O 1.15 0.13 3.84
15 N 0.72 1.72 -0.54
16 P 1.77 3.05 -0.10
17 O 3.19 2.77 -0.34
18 N 0.21 1.66 -1.85
19 Cl 0.58 2.73 -3.07
20 H -2.65 -2.72 -3.47
21 H -1.48 -1.97 -4.58
22 H -0.98 -2.41 -2.96
23 H -2.97 -0.19 -3.69
24 H -2.63 -0.71 -2.03
25 H -0.58 -1.62 0.83
26 H 0.30 -1.65 2.33
27 H -1.65 -2.15 3.59
28 H 3.55 -0.18 2.81
29 H 3.09 -0.15 1.07
30 H 3.75 1.28 1.85
31 H 1.55 -0.75 3.83
32 H 1.16 4.05 -0.87
33 H 1.35 3.26 1.21

Values from the calculation:
**Total charge**: +1


2.
Formula: C7H14F9O4P3
Source: the OMol25 dataset
Level of theory: ωB97M-V with the def2-TZVPD basis set

Atoms and positions in Å:
1 O 5.63 0.40 -1.22
2 P 4.24 0.74 -0.87
3 O 4.00 1.35 0.60
4 O 3.59 1.88 -1.84
5 P 2.89 -0.92 -0.82
6 P 0.85 0.14 -1.18
7 C -0.89 1.00 -1.48
8 F -0.83 1.85 -2.55
9 F -1.74 -0.04 -1.84
10 C -1.62 1.71 -0.32
11 F -2.86 2.11 -0.70
12 F -1.76 0.78 0.68
13 C -0.92 2.93 0.36
14 F 0.16 2.48 1.04
15 F -1.80 3.45 1.24
16 C -0.46 4.11 -0.55
17 F -0.20 5.17 0.21
18 F 0.67 3.79 -1.20
19 F -1.39 4.43 -1.43
20 H 4.40 2.23 0.71
21 H 3.50 2.74 -1.42
22 H 3.25 -1.48 -2.06
23 H 0.83 -0.18 -2.54
24 H 0.24 -0.75 -0.28
25 H 1.43 1.36 -0.81
26 C -1.55 -4.38 0.62
27 C -1.26 -3.33 1.68
28 C -2.45 -3.08 2.59
29 O -0.83 -2.10 1.08
30 H -2.37 -4.05 -0.02
31 H -0.67 -4.54 -0.01
32 H -1.83 -5.33 1.07
33 H -0.41 -3.65 2.29
34 H -3.30 -2.72 2.00
35 H -2.22 -2.33 3.34
36 H -2.76 -4.00 3.09
37 H -1.57 -1.78 0.55


3.
Formula: C7H14FNO8PS3
Source: the OMol25 dataset
Level of theory: ωB97M-V with the def2-TZVPD basis set

Atoms and positions in Å:
1 C -0.40 2.03 -0.16
2 C -0.70 0.62 0.36
3 F -2.04 0.43 0.61
4 P 0.19 0.22 1.91
5 N 0.70 -1.35 1.96
6 C 1.85 -1.65 1.59
7 S 3.23 -2.15 1.15
8 H -1.30 2.64 -0.14
9 H -0.03 1.98 -1.18
10 H 0.36 2.54 0.44
11 H -0.39 -0.12 -0.38
12 H 1.25 1.12 2.11
13 H -0.72 0.36 2.96
14 C -3.44 5.25 0.36
15 C -3.60 6.74 0.11
16 O -2.24 7.21 0.03
17 S -1.30 6.11 -0.62
18 O -1.14 6.36 -2.00
19 O -0.18 5.90 0.23
20 O -2.32 4.87 -0.45
21 H -3.20 5.05 1.41
22 H -4.31 4.67 0.06
23 H -4.11 7.26 0.91
24 H -4.09 6.93 -0.85
25 C 2.34 -5.53 -0.76
26 C 2.35 -6.73 0.17
27 O 2.17 -7.84 -0.71
28 S 2.89 -7.55 -2.11
29 O 4.19 -8.13 -2.12
30 O 1.96 -7.80 -3.15
31 O 3.06 -5.97 -1.91
32 H 1.32 -5.27 -1.06
33 H 2.83 -4.66 -0.34
34 H 1.54 -6.72 0.90
35 H 3.30 -6.83 0.69

Values from the calculation:
**Total charge**: +1
**Energy relative to the best compared isomer or geometry (same formula, charge and spin)**: 0.00 kJ/mol


Let's list highest occupied orbital energy in order: -12.65; -8.81; -13.13 eV.